No. 1
Molecular formula: C31H66NO19S
Method: DFT, ωB97M-V with the def2-TZVPD basis set

XYZ file:
```
118
Properties=species:S:1:pos:R:3:forces:R:3
N 0.3807 -0.3191 0.3783 5.014 10.233 2.570
H -0.2763 -0.0031 1.0993 0.360 0.150 0.192
H 0.0267 -1.0171 -0.0367 -3.184 -7.100 -4.159
H 1.3687 -0.5441 0.8623 -2.656 0.778 -1.765
H 0.3817 0.7089 -0.4257 0.490 -3.688 3.645
S 0.5127 2.8839 2.1763 2.421 4.586 -10.010
O -0.6183 3.6979 2.5453 -1.189 3.230 -2.923
O 0.3897 1.5769 2.7403 2.938 -7.570 -3.251
O 0.5207 2.7289 0.7303 -0.660 -1.252 -3.626
O 1.7487 3.4939 2.4713 3.725 1.433 2.396
O -0.0503 -3.0801 -1.6387 -1.082 0.917 -2.987
C 0.5747 -3.0421 -2.7027 4.311 -1.905 5.318
O 0.3127 -2.7491 -3.9307 -1.097 1.754 -0.297
C -0.9343 -2.0301 -4.1757 0.271 -1.448 -2.338
C -0.9993 -1.9891 -5.7447 -1.729 2.342 2.596
C 2.1287 -3.4291 -2.4217 -2.370 -0.895 -1.395
H -1.0853 -1.0231 -3.8487 1.215 0.756 0.942
H -1.7073 -2.5971 -3.6527 -0.267 -0.132 -0.622
H -1.2943 -2.9041 -6.1067 -0.412 -2.089 -1.146
H -0.2183 -1.5161 -6.3037 1.090 -0.168 0.296
H -1.8083 -1.2651 -5.8827 -0.386 -0.278 -0.474
H 2.1497 -4.0181 -1.5197 0.036 0.288 0.385
H 2.7347 -2.5801 -2.4187 0.606 1.786 0.759
H 2.6187 -3.9931 -3.1867 -0.164 -0.780 -0.907
O 1.6537 -0.0431 -2.2367 0.369 -0.347 0.860
C 1.6917 0.4019 -3.3347 -2.585 2.661 -2.060
O 0.8997 1.4609 -3.7547 1.843 -0.311 -0.359
C 0.1457 2.1019 -2.7977 -5.215 -2.446 -0.376
C -0.7813 3.1709 -3.3657 0.312 -3.847 -2.594
C 2.3717 -0.1171 -4.5317 6.158 5.595 5.214
H 0.5277 2.3409 -1.9087 2.996 1.600 3.111
H -0.5723 1.2849 -2.3847 0.628 0.886 -0.556
H -0.3573 3.5539 -4.2767 0.200 0.705 -0.230
H -1.0813 3.8529 -2.6827 -0.615 2.299 2.108
H -1.6703 2.5819 -3.6827 0.195 0.780 -0.061
H 3.1787 0.6029 -4.9677 -1.385 -0.820 1.159
H 1.8507 -0.3111 -5.2667 -5.554 -2.600 -6.808
H 2.8797 -0.7941 -4.0157 2.578 -4.150 0.642
O -2.5703 -0.4461 -0.5917 -4.084 -2.937 -3.396
C -3.4823 -1.1531 -1.2277 5.244 3.837 3.215
O -3.9963 -0.7791 -2.3827 -0.564 -3.669 1.046
C -3.8223 0.3689 -3.1397 -0.046 -4.305 -3.028
C -4.3713 -0.0431 -4.4877 0.953 0.193 -1.247
C -3.9933 -2.4171 -0.6067 -1.597 4.165 1.670
H -2.8673 0.5819 -3.3827 3.726 0.696 0.133
H -4.1853 1.0229 -2.5307 -2.704 5.171 2.507
H -3.8073 -0.9931 -4.8357 -1.003 1.626 0.593
H -4.2113 0.7669 -5.2137 0.399 -0.228 0.036
H -5.4163 -0.1861 -4.5537 -1.190 -0.609 0.376
H -3.5053 -3.2391 -0.8667 2.485 -3.435 -1.415
H -5.0173 -2.5241 -0.8977 -0.786 -0.219 0.194
H -3.8283 -2.2421 0.4813 -0.527 -0.346 -0.708
O 3.5497 -1.3131 0.7383 2.302 1.403 2.796
C 4.4967 -1.0341 1.5253 0.400 -1.724 -2.701
O 4.4647 -0.4781 2.7243 -1.618 -0.075 -1.373
C 3.2377 0.2859 2.9683 6.024 4.766 1.068
C 3.4497 0.8069 4.3593 -3.599 0.883 3.497
C 5.9897 -1.4421 1.2123 -0.369 -0.377 3.062
H 2.3937 -0.1251 2.7813 -5.401 -4.014 -0.476
H 3.1597 1.1009 2.2223 0.693 0.081 0.419
H 2.4617 1.5529 4.7043 3.225 -1.781 -1.315
H 4.4217 1.2009 4.7103 -0.482 0.449 -1.202
H 3.3377 -0.0141 5.1353 -0.166 0.326 -1.016
H 5.9437 -2.4351 0.7203 0.260 0.156 1.013
H 6.6057 -1.2971 2.3033 -1.571 -0.975 -3.323
H 6.4967 -0.8731 0.4693 -0.011 1.170 -0.432
O 5.0727 2.0789 -2.2097 -2.359 1.093 0.054
C 3.9637 2.5509 -1.8207 6.383 -4.725 3.524
O 3.2517 3.2909 -2.4887 -4.579 3.714 -1.670
C 3.4877 3.6679 -3.8267 -3.595 -3.570 0.013
C 2.7347 4.8799 -4.2117 -3.155 -2.810 1.765
C 3.4667 2.1899 -0.4197 1.228 3.237 0.493
H 3.4657 2.6869 -4.3837 -0.988 1.189 -0.177
H 4.4107 3.8749 -3.9397 6.947 1.577 -0.291
H 2.8567 5.5739 -3.4627 0.867 1.845 1.709
H 1.6387 4.6779 -4.0807 0.711 0.286 -1.251
H 3.1477 5.2139 -5.0847 0.191 1.039 -2.586
H 4.2337 1.8099 0.2283 0.628 -0.861 -0.442
H 2.6457 1.5789 -0.5067 -1.891 -1.528 0.061
H 3.1527 3.0629 0.2173 -0.327 -0.401 -1.115
O -0.3563 -2.4331 1.8973 -0.645 -2.361 3.922
C -0.7163 -3.1231 2.9133 2.042 2.328 -3.292
O 0.0057 -3.3691 4.0063 0.051 -0.904 -0.405
C 1.3447 -2.8811 4.1623 -1.914 2.413 4.546
C 1.9847 -3.4231 5.5123 2.655 1.317 -4.912
C -2.0213 -3.7601 3.0043 -1.071 -2.842 2.028
H 1.1187 -1.7781 4.4013 1.399 -1.500 -1.150
H 1.9827 -3.1441 3.4183 1.422 -0.220 -2.794
H 3.0047 -2.8541 5.4893 -2.020 -0.719 1.017
H 2.2377 -4.4461 5.4093 0.180 -1.213 -0.107
H 1.2677 -3.3191 6.2113 -1.664 0.888 3.068
H -2.6143 -3.5131 2.1463 -0.065 -0.535 -0.695
H -2.6113 -3.2561 3.8313 0.769 -0.943 -0.478
H -1.8313 -5.0351 3.2493 -0.919 4.034 -0.821
O -4.5783 -1.2941 3.0063 -0.473 1.420 -1.123
C -4.0703 -0.2401 2.5583 0.741 -5.910 3.616
O -4.5953 0.4919 1.6603 -2.191 2.081 -3.190
C -5.8683 0.1209 1.0473 0.922 -1.685 -2.913
C -6.4463 1.1549 0.0243 1.499 -2.075 -1.756
C -2.7143 0.0839 2.9733 1.981 2.382 3.050
H -6.5783 0.0059 1.7663 -1.783 -0.165 2.485
H -5.8863 -1.0051 0.5553 0.702 2.920 1.097
H -5.8883 1.2509 -0.9437 -0.080 -0.871 0.627
H -6.4183 2.1579 0.2563 -0.174 2.141 1.673
H -7.4643 0.8919 -0.2837 0.145 -0.190 0.425
H -2.4833 0.8509 2.2853 1.767 0.545 -1.212
H -1.8233 -0.6201 3.3723 -3.603 0.999 -2.197
H -2.6353 0.8129 3.9383 -1.547 -1.893 -2.117
C -0.1963 -0.0071 4.6513 1.808 0.228 3.047
C -1.0433 1.2769 4.9683 0.278 0.611 1.994
O -2.0533 1.1769 5.7143 1.870 -0.257 -1.278
C -0.5943 2.5929 4.3693 -4.283 -2.194 4.514
H -0.0863 -0.6861 5.6273 -0.440 1.506 -1.872
H 0.8177 0.2769 4.2553 -1.150 -0.232 0.873
H -0.5863 -0.6181 3.8823 0.010 -0.499 -0.390
H -0.1613 2.4979 3.3563 -4.208 -1.465 8.949
H 0.0017 3.1719 4.9763 1.592 1.128 1.653
H -1.5023 3.1199 4.1783 -0.861 0.467 0.785
```
Forces are in eV/Å.

Results
- spin multiplicity = 1
- charge = -1
- HOMO-LUMO gap (eV) = 4.88
- energy above the lowest of the compared OMol25 structures with the same formula, charge and spin (kcal/mol) = 45.5
- energy (hartree) = -3102.67376

=====

No. 2
Molecular formula: C13H10FN3
Method: DFT, ωB97M-V with the def2-TZVPD basis set

XYZ file:
```
27
Properties=species:S:1:pos:R:3:forces:R:3
F -2.0334 3.8679 0.0775 -2.582 0.830 -0.450
C -0.8740 3.3318 0.2213 3.875 0.022 -0.689
C 0.2691 4.0788 0.2856 -0.106 1.419 1.826
C 1.5098 3.4982 0.6214 1.267 1.841 -0.923
C 1.7176 2.2038 0.3891 0.926 -2.775 0.109
C 0.6017 1.3988 0.2440 1.476 -0.041 -0.999
C 0.5333 0.0066 0.0152 -3.025 -0.548 -0.733
C -0.8515 -0.1867 -0.2401 0.898 1.077 -0.061
N -1.5579 1.0634 -0.1929 -0.435 -3.835 -0.577
C -0.6330 1.9912 0.0659 -1.661 -0.106 0.858
C -1.3513 -1.5318 -0.4069 2.688 0.317 -0.249
N -2.5505 -1.9754 -0.4007 -1.046 -3.402 0.884
N -2.3602 -3.3826 -0.2414 1.930 0.658 -0.221
C -0.9934 -3.7722 -0.2403 -1.134 3.524 -0.793
C -0.3426 -2.5638 -0.4124 0.005 -1.644 0.051
C 1.1567 -2.4426 -0.5413 0.222 0.941 2.277
C 1.5229 -1.1351 0.2538 -2.093 0.144 0.031
H 0.1762 5.1559 0.2237 0.008 0.087 0.294
H 2.4177 4.0376 0.8954 -0.552 0.710 -0.454
H 2.6788 1.6756 0.1965 -0.397 0.894 0.974
H -2.5654 1.1608 -0.3727 1.088 0.045 0.232
H -3.1329 -3.9884 -0.2677 -0.976 -0.434 -0.042
H -0.4024 -4.6867 -0.1801 -1.317 -0.269 0.065
H 1.6293 -3.2894 0.0560 -0.407 0.836 -1.216
H 1.5279 -2.3837 -1.5685 -0.149 -0.168 0.123
H 1.3831 -1.2997 1.3185 0.003 -0.589 0.344
H 2.5246 -0.8324 0.2011 1.495 0.467 -0.659
```
Forces are in eV/Å.

Results
- spin multiplicity = 1
- charge = 0
- HOMO-LUMO gap (eV) = 8.30
- energy above the lowest of the compared OMol25 structures with the same formula, charge and spin (kcal/mol) = 0.0
- energy (hartree) = -765.46056
- SMILES = Fc1cccc2c3c([nH]c12)-c1n[nH]cc1CC3

=====

No. 3
Molecular formula: C5H7N2
Method: DFT, ωB97M-V with the def2-TZVPD basis set

XYZ file:
```
14
Properties=species:S:1:pos:R:3:forces:R:3
C 2.0351 0.8581 -0.0328 0.296 -0.538 -0.468
C 2.0485 -0.5069 -0.2547 -0.743 -1.301 -0.067
C 0.6990 1.1268 0.1092 0.211 2.320 1.160
C -2.5128 0.1835 -0.3113 -1.357 -2.554 3.062
C -1.4392 -0.2697 0.2866 -0.829 -2.182 2.647
N 0.8146 -1.0340 -0.0912 0.012 4.132 0.052
N -0.0611 0.0666 0.1315 -0.291 -4.142 -0.487
H 2.8303 1.6056 0.0457 -0.324 -0.654 -0.391
H 2.7316 -1.2171 -0.6549 1.121 -0.087 0.309
H 0.3623 2.1169 0.3087 -0.851 0.329 0.033
H -3.5476 -0.1327 0.0074 1.501 0.114 -0.248
H -2.5249 0.8393 -1.0620 0.384 2.718 -2.968
H -1.9148 -1.6733 1.6151 1.326 2.826 -2.495
H 0.4791 -1.9630 -0.0972 -0.455 -0.980 -0.137
```
Forces are in eV/Å.

Results
- spin multiplicity = 1
- charge = +1
- HOMO-LUMO gap (alpha / beta) (eV) = 9.00 / 9.00
- energy above the lowest of the compared OMol25 structures with the same formula, charge and spin (kcal/mol) = 152.9
- energy (hartree) = -303.77527

=====

No. 4
Molecular formula: C25H35N4O3PY
Method: DFT, ωB97M-V with the def2-TZVPD basis set

XYZ file:
```
69
Properties=species:S:1:pos:R:3:forces:R:3
Y 0.1735 -0.4608 0.3647 0.375 -0.002 -0.130
C 3.1143 -1.2708 1.6227 0.025 -0.055 0.044
C 2.5290 -1.3545 3.0306 -0.037 0.057 -0.028
C 1.5465 -0.2999 3.4767 0.076 -0.056 -0.086
C 1.7434 0.3351 4.6918 -0.053 0.002 0.059
C 0.7893 1.2128 5.1807 -0.005 0.003 -0.005
C -0.3613 1.4351 4.4370 0.022 0.013 0.083
C -0.4847 0.7968 3.2268 0.005 -0.084 -0.062
N 0.4483 -0.0490 2.7279 -0.039 0.085 -0.218
N 2.2363 -1.7397 0.5018 0.084 -0.022 0.096
C 2.0038 -3.1998 0.6155 -0.085 -0.049 0.031
C 0.7799 -3.6502 -0.1346 -0.059 0.054 0.025
C 0.6623 -4.9508 -0.5853 -0.004 -0.054 -0.033
C -0.5318 -5.3637 -1.1567 -0.001 -0.002 -0.001
C -1.5784 -4.4572 -1.2666 -0.002 -0.022 -0.007
C -1.3816 -3.1715 -0.8174 0.053 0.035 0.007
N -0.2238 -2.7586 -0.2595 -0.003 0.237 0.075
C 2.9604 -1.5089 -0.7779 -0.015 0.040 -0.016
C 3.0136 -0.0522 -1.1457 -0.120 -0.033 0.067
C 4.0735 0.4849 -1.8464 0.077 0.058 -0.037
C 4.0365 1.8268 -2.2010 -0.018 -0.007 0.013
C 2.9358 2.5914 -1.8371 0.056 0.006 -0.018
C 1.9181 1.9836 -1.1364 -0.083 -0.024 0.041
N 1.9427 0.6831 -0.7889 -0.107 -0.030 0.036
H 4.0214 -1.8831 1.6098 0.028 0.033 -0.066
H 3.4132 -0.2447 1.4020 0.010 0.004 0.003
H 3.3822 -1.3122 3.7068 -0.007 -0.004 0.017
H 2.0766 -2.3318 3.2164 0.008 -0.009 0.014
H 2.6350 0.1247 5.2664 0.002 -0.007 -0.013
H 0.9360 1.7046 6.1335 -0.002 0.000 -0.002
H -1.1463 2.0881 4.7907 -0.003 -0.004 -0.006
H -1.3673 0.9545 2.6197 -0.005 0.024 -0.003
H 1.8575 -3.4569 1.6639 0.005 -0.002 0.005
H 2.8826 -3.7551 0.2774 0.031 0.019 0.020
H 1.4919 -5.6377 -0.4806 -0.003 0.005 0.004
H -0.6464 -6.3805 -1.5089 0.004 0.001 0.002
H -2.5280 -4.7430 -1.6957 0.002 0.004 -0.001
H -2.1690 -2.4325 -0.8927 -0.010 -0.003 -0.004
H 2.4433 -2.0616 -1.5685 0.002 -0.013 0.001
H 3.9731 -1.9156 -0.7098 -0.007 -0.043 -0.007
H 4.9203 -0.1346 -2.1110 -0.006 -0.002 0.005
H 4.8572 2.2705 -2.7494 0.001 -0.005 0.001
H 2.8705 3.6400 -2.0906 -0.006 -0.002 0.004
H 1.0385 2.5425 -0.8450 0.008 0.008 -0.001
C -5.5999 2.2050 -0.8208 0.118 -0.034 -0.058
C -4.8238 1.1598 -1.5764 -0.204 0.053 0.006
O -3.3599 1.4023 -1.4320 0.096 -0.082 0.107
P -2.4639 0.5602 -0.4615 -0.177 0.277 -0.318
O -1.1858 0.0719 -1.4882 -0.058 0.009 0.344
C -1.2566 -0.0431 -2.9590 -0.035 0.020 -0.048
C -0.6928 1.1871 -3.6182 -0.057 0.034 -0.002
O -1.5242 1.6398 0.3402 0.050 -0.434 0.041
C -1.4551 3.0970 0.0797 -0.063 0.175 0.021
C -2.4886 3.8201 0.9037 -0.017 -0.057 -0.020
H -6.6601 2.0876 -1.0449 -0.007 -0.021 0.015
H -5.3023 3.2062 -1.1306 -0.022 0.009 0.005
H -5.4678 2.0951 0.2561 -0.024 0.027 0.010
H -4.9974 1.2049 -2.6475 0.044 0.021 -0.011
H -5.0435 0.1520 -1.2220 0.060 -0.015 -0.005
H -2.3015 -0.1862 -3.2297 -0.009 -0.048 0.046
H -0.7048 -0.9491 -3.2037 0.010 0.001 -0.015
H -1.2632 2.0711 -3.3305 0.019 -0.001 -0.017
H -0.7770 1.0780 -4.7004 0.021 -0.001 0.006
H 0.3587 1.3381 -3.3745 0.003 -0.033 0.000
H -1.5933 3.2606 -0.9879 0.037 -0.040 -0.019
H -0.4501 3.3949 0.3722 0.011 -0.042 -0.006
H -3.4965 3.5053 0.6371 0.012 0.020 0.006
H -2.4089 4.8908 0.7132 0.006 0.003 0.002
H -2.3296 3.6530 1.9684 -0.006 0.007 0.001
```
Forces are in eV/Å.

Results
- spin multiplicity = 1
- charge = +3
- HOMO-LUMO gap (eV) = 9.49
- energy above the lowest of the compared OMol25 structures with the same formula, charge and spin (kcal/mol) = 0.0
- energy (hartree) = -1797.37382

=====

No. 5
Molecular formula: C17H12F24N2O9S3
Method: DFT, ωB97M-V with the def2-TZVPD basis set

XYZ file:
```
67
Properties=species:S:1:pos:R:3:forces:R:3
O -1.3224 -0.5477 2.8110 0.107 0.188 0.343
C -1.8169 0.3118 2.0846 -0.120 -1.074 -1.054
O -2.0499 0.3346 0.8701 0.002 0.580 0.659
S -2.1789 1.9039 3.0559 1.245 0.787 0.371
O -0.9198 2.6434 2.9587 0.188 0.219 -0.642
O -2.4972 1.6177 4.4368 -0.712 -0.290 0.112
N -3.2898 2.8544 2.3288 -0.436 -1.228 0.576
S -4.7793 2.3794 2.2021 0.199 1.858 -0.641
O -5.1304 1.8234 0.9253 0.097 -0.604 -0.067
O -5.6678 3.4381 2.6118 -0.166 0.018 0.449
N -5.0838 1.1183 3.3886 0.140 0.053 -0.205
C -5.4376 0.0498 2.9877 -0.028 0.127 -0.031
S -5.9240 -1.3268 2.4204 -0.074 -0.116 0.205
C 2.2731 1.2863 0.9115 -0.856 -0.324 -0.007
C 3.3990 1.6308 1.8925 0.180 -0.077 -0.523
C 3.2589 2.9325 2.6819 -0.132 0.031 0.391
F 3.2487 4.0104 1.8724 0.082 -0.046 -0.090
F 4.3370 3.0617 3.5108 -0.015 -0.049 -0.056
F 4.6027 1.5952 1.2559 0.009 0.100 0.067
F 3.4257 0.6349 2.8204 -0.080 0.045 0.137
O 2.4897 1.5717 -0.4696 0.661 0.233 0.131
C 2.2298 2.7952 -1.0120 -0.421 -0.337 0.399
C 3.5080 3.4395 -1.5543 0.197 0.166 -0.182
F 4.4263 3.6140 -0.5818 -0.041 0.022 0.058
F 3.2239 4.6650 -2.0718 -0.069 -0.009 -0.017
F 1.5897 3.6060 -0.1645 0.061 0.160 -0.028
F 1.4202 2.6035 -2.0808 0.021 0.069 -0.183
H 2.1854 0.2026 0.9344 0.074 -0.029 0.036
H 1.3054 1.6588 1.2595 0.065 0.204 0.049
H 2.3480 2.9194 3.2858 -0.045 -0.025 -0.070
H 3.9445 2.8218 -2.3359 -0.117 -0.068 -0.037
C 7.9122 4.1390 -5.8949 0.149 0.660 0.049
C 7.8862 3.1157 -7.0428 0.242 -0.260 0.465
C 6.5280 2.7575 -7.6509 -0.125 -0.001 -0.261
F 5.7147 2.1875 -6.7469 0.054 0.016 0.066
F 6.7228 1.8664 -8.6542 0.056 0.047 0.005
F 8.5337 1.9947 -6.6640 -0.055 -0.049 -0.049
F 8.6121 3.6697 -8.0608 -0.132 0.136 -0.105
O 8.0017 3.6511 -4.5724 -0.063 -0.595 -0.266
C 6.8771 3.3010 -3.8630 0.098 0.523 -0.080
C 6.8660 1.8135 -3.5031 0.047 -0.274 0.162
F 6.9044 1.0483 -4.6129 -0.029 0.073 -0.064
F 5.7261 1.5408 -2.8379 0.020 -0.048 -0.009
F 5.7542 3.6665 -4.5055 -0.089 -0.132 -0.020
F 6.9126 3.9869 -2.7062 -0.022 -0.027 0.132
H 8.8448 4.6830 -6.0340 0.063 -0.071 -0.027
H 7.1181 4.8788 -5.9977 -0.182 -0.175 -0.069
H 6.0434 3.6462 -8.0649 0.022 0.015 0.030
H 7.7233 1.5634 -2.8757 0.003 0.100 0.040
C -8.8406 -5.8066 3.2682 -0.624 0.018 -0.080
C -7.7471 -4.7567 3.0017 0.208 -0.154 0.529
C -6.9507 -4.8793 1.6992 0.190 0.294 -0.361
F -6.2699 -6.0493 1.6513 -0.117 -0.089 0.088
F -6.0593 -3.8781 1.6167 -0.164 -0.519 -0.003
F -6.9135 -4.7079 4.0589 0.072 -0.058 -0.054
F -8.3938 -3.5645 2.9386 -0.148 -0.004 -0.227
O -8.5321 -6.8882 4.1377 0.509 0.179 0.010
C -7.9436 -8.0330 3.6884 -0.453 0.249 -0.132
C -6.5652 -8.2483 4.3195 0.199 -0.069 0.148
F -5.7411 -7.2340 4.0274 -0.004 0.014 -0.077
F -6.0282 -9.3911 3.8231 -0.057 -0.048 0.011
F -7.8938 -8.0850 2.3470 0.116 -0.078 -0.045
F -8.7281 -9.0668 4.0915 0.042 -0.154 0.038
H -9.6176 -5.2634 3.8017 0.062 0.046 0.082
H -9.3014 -6.1550 2.3440 0.231 -0.055 -0.119
H -7.6161 -4.8193 0.8321 -0.068 -0.057 0.053
H -6.6573 -8.3328 5.4042 -0.068 -0.034 -0.008
```
Forces are in eV/Å.

Results
- spin multiplicity = 1
- charge = -2
- HOMO-LUMO gap (eV) = 4.69
- energy (hartree) = -5033.07855